This record from OMol25 describes a cluster of 2 separate species, H3NO4P in total. The level of theory is ωB97M-V/def2-TZVPD.

**E_HOMO (spin up / spin down)**: -3.2 / -3.2 eV
**Charge**: -1
**Frontier orbital gap (spin up / spin down)**: 7.035 / 7.036 eV

Each line ends with the Löwdin charge.
Cartesian coordinates (Å):
P  -0.65  0.36  -0.28  0.474
O  1.85  -0.39  -0.70  -0.417
O  1.34  -1.52  -1.39  -0.309
O  -1.33  -0.89  -0.69  -0.340
O  -0.81  1.68  -0.86  -0.343
N  -0.53  0.74  1.44  -0.089
H  0.43  -1.51  -0.99  -0.020
H  -0.38  -0.03  2.05  0.016
H  0.08  1.55  1.41  0.028

=====

This record from OMol25 describes a structure of composition C36H34N7NaO3PSTe. The level of theory is ωB97M-V/def2-TZVPD.

**E_HOMO**: -2.2 eV
**Charge**: -1
**Frontier orbital gap**: 4.206 eV

Each line ends with the Löwdin charge.
Cartesian coordinates (Å):
Te  3.71  2.02  0.78  1.431
S  7.16  2.20  1.28  0.929
P  2.07  -2.69  0.02  0.541
Na  0.90  0.37  1.04  0.230
O  -1.03  -0.47  1.98  0.031
O  2.17  -1.48  0.87  -0.374
O  -1.50  -0.86  -2.51  0.006
N  0.82  2.29  -0.72  0.075
N  0.50  3.46  1.31  0.051
N  -0.97  2.30  -2.24  0.110
N  -2.69  -1.44  0.71  0.140
N  3.73  1.67  2.81  -0.298
N  1.51  2.72  1.80  -0.264
N  -0.88  -0.53  -0.32  0.164
C  -5.33  1.47  -0.81  -0.079
C  -5.05  -0.96  -2.11  -0.017
C  -4.25  -5.13  -0.61  -0.088
C  -6.22  1.12  -1.82  -0.100
C  7.56  0.16  -0.19  -0.223
C  -4.01  -3.81  -0.28  -0.029
C  -1.49  -0.77  0.88  -0.579
C  -6.07  -0.09  -2.48  -0.085
C  1.82  -2.31  -1.73  -0.153
C  -2.96  -4.86  -2.60  -0.083
C  3.55  -3.72  0.11  -0.172
C  8.24  1.13  0.49  -0.453
C  6.15  0.32  -0.09  -0.279
C  0.69  -3.78  0.46  -0.153
C  -1.01  3.94  -0.49  -0.094
C  0.22  1.84  -1.74  -0.197
C  -2.71  5.65  -0.48  -0.109
C  -2.70  4.00  -2.22  -0.044
C  5.76  1.40  0.67  -0.912
C  -4.16  -0.63  -1.10  -0.128
C  -1.58  3.42  -1.66  -0.192
C  2.98  2.56  3.63  -0.338
C  3.48  2.76  4.97  -0.072
C  -3.27  5.12  -1.63  -0.117
C  -3.72  -5.67  -1.77  -0.104
C  4.90  0.83  4.70  -0.119
C  4.58  0.78  3.39  -0.211
C  -3.24  -2.99  -1.11  -0.156
C  -2.72  -3.53  -2.28  -0.025
C  1.87  3.09  3.08  -0.179
C  -3.01  -1.54  -0.70  -0.273
C  -1.69  -0.93  -1.30  -0.456
C  4.39  1.92  5.49  -0.127
C  -1.59  5.07  0.08  -0.031
C  -4.31  0.60  -0.46  -0.014
C  0.15  3.24  0.08  -0.324
H  0.78  -4.06  1.51  0.059
H  3.71  -4.02  1.15  0.054
H  -0.24  -3.24  0.31  0.037
H  0.67  1.05  -2.33  0.124
H  -2.13  -2.90  -2.93  0.104
H  8.05  -0.63  -0.74  0.088
H  0.68  -4.68  -0.15  0.053
H  4.74  2.06  6.51  0.084
H  -3.13  3.56  -3.12  0.107
H  -1.44  1.72  -2.91  0.131
H  3.08  3.59  5.54  0.099
H  -1.14  5.47  0.98  0.105
H  5.00  0.04  2.72  0.099
H  -5.42  2.42  -0.31  0.103
H  -2.54  -5.27  -3.52  0.098
H  -3.61  0.90  0.32  0.123
H  -4.43  -3.40  0.63  0.112
H  1.26  3.83  3.60  0.102
H  -3.15  6.53  -0.02  0.091
H  -7.01  1.80  -2.11  0.096
H  0.93  -1.68  -1.81  0.026
H  4.41  -3.14  -0.21  0.046
H  3.46  -4.62  -0.51  0.049
H  9.31  1.23  0.58  0.051
H  5.56  0.08  5.12  0.077
H  5.42  -0.35  -0.54  0.075
H  1.69  -3.21  -2.33  0.054
H  -4.95  -1.91  -2.62  0.113
H  -3.91  -6.70  -2.03  0.095
H  -3.37  -1.42  1.44  0.148
H  -4.85  -5.74  0.05  0.098
H  2.68  -1.75  -2.10  0.056
H  -4.15  5.57  -2.07  0.091
H  -6.75  -0.37  -3.27  0.098

=====

This record from OMol25 describes an isolated molecule of C3H10N2. The level of theory is ωB97M-V/def2-TZVPD.

**E_HOMO**: -8.9 eV
**Frontier orbital gap**: 10.062 eV

Each line ends with the Löwdin charge.
Cartesian coordinates (Å):
N  -1.51  0.37  2.06  -0.007
N  1.13  -0.48  -2.13  -0.022
C  -0.36  -0.21  -0.15  -0.214
C  -0.25  0.14  1.36  -0.303
C  0.95  0.16  -0.82  -0.315
H  1.83  0.00  -2.67  0.055
H  -1.94  -0.50  2.32  0.057
H  -2.09  1.00  1.53  0.058
H  0.59  0.81  1.60  0.105
H  0.89  1.26  -0.88  0.107
H  1.89  -0.03  -0.30  0.108
H  0.41  -0.79  -2.76  0.054
H  -1.15  0.36  -0.64  0.103
H  0.17  -0.82  1.71  0.109
H  -0.57  -1.28  -0.24  0.105

=====

This record from OMol25 describes an isolated molecule of C2H7O4P. The level of theory is ωB97M-V/def2-TZVPD.

**E_HOMO (spin up / spin down)**: -6.5 / -9.4 eV
**Multiplicity**: 3
**Frontier orbital gap (spin up / spin down)**: 6.958 / 8.054 eV

Each line ends with the Mulliken spin population.
Cartesian coordinates (Å):
P  0.38  0.02  0.18  0.094
O  0.77  -1.24  1.07  0.004
O  1.98  0.82  0.48  0.030
O  0.93  -0.22  -1.35  0.013
O  -0.77  2.19  -0.40  0.107
C  -1.56  -0.76  -0.15  0.157
C  -0.74  1.42  0.64  1.558
H  -2.14  -0.36  -1.05  -0.002
H  1.90  -0.14  -1.20  -0.001
H  -0.01  2.10  -0.93  0.040
H  -1.19  -1.75  -0.36  0.006
H  2.32  0.63  1.35  0.001
H  -2.10  -0.63  0.69  -0.005
H  0.22  -2.09  1.02  -0.001

=====

Energy above the lowest of the compared OMol25 structures with the same formula, charge and spin for the records above, in order: 63.6; 10.6; 18.8; 29.0 kcal per mole
F_max for the records above, in order: 0.06073; 0.01017; 0.04087; 0.11798 hartree/bohr